Run P
{
  "formula": "C5H8O",
  "method": "ωB97M-V/def2-TZVPD",
  "gap_ev": 8.64,
  "lumo_energy_ha": 0.00181,
  "homo_ev": -8.594,
  "charge": 0,
  "symbols": ["O", "C", "C", "C", "C", "C", "H", "H", "H", "H", "H", "H", "H", "H"],
  "coordinates": [[-0.73, -1.24, 1.70], [0.00, -0.49, 0.76], [0.29, -1.10, -0.63], [1.16, -0.04, -1.29], [0.54, 1.23, -0.72], [-0.50, 0.91, 0.39], [-1.29, -1.87, 1.24], [0.70, -2.11, -0.62], [-0.62, -1.11, -1.28], [0.99, -0.33, 1.20], [1.31, 1.94, -0.39], [0.11, 1.69, -1.63], [-0.45, 1.60, 1.24], [-1.54, 0.91, 0.04]],
  "lowdin_charge": [-0.01, -0.42, -0.20, 0.09, -0.25, -0.15, 0.09, 0.11, 0.14, 0.15, 0.11, 0.12, 0.11, 0.12]
}

Run Q
{
  "formula": "C5H8O",
  "method": "ωB97M-V/def2-TZVPD",
  "gap_ev": 9.85,
  "lumo_energy_ha": 0.04323,
  "homo_ev": -8.676,
  "charge": 0,
  "smiles": "C1C[C@H]2OC[C@@H]12",
  "symbols": ["C", "C", "C", "O", "C", "C", "H", "H", "H", "H", "H", "H", "H", "H"],
  "coordinates": [[-0.75, -0.99, 0.31], [-1.17, 0.45, 0.63], [-0.03, 1.03, -0.20], [1.30, 1.04, 0.28], [1.60, -0.26, -0.28], [0.19, -0.48, -0.79], [-0.19, -1.44, 1.14], [-1.56, -1.68, 0.05], [-1.19, 0.80, 1.65], [-2.12, 0.67, 0.13], [-0.26, 1.98, -0.74], [1.91, -0.95, 0.52], [2.40, -0.20, -1.03], [-0.14, 0.04, -1.67]],
  "lowdin_charge": [-0.13, -0.13, -0.29, -0.08, -0.15, -0.16, 0.11, 0.10, 0.11, 0.12, 0.15, 0.12, 0.11, 0.13]
}

Run R
{
  "formula": "C5H8O",
  "method": "ωB97M-V/def2-TZVPD",
  "gap_ev": 10.28,
  "lumo_energy_ha": 0.04103,
  "homo_ev": -9.168,
  "charge": 0,
  "symbols": ["C", "C", "C", "C", "O", "C", "H", "H", "H", "H", "H", "H", "H", "H"],
  "coordinates": [[1.59, -0.26, 0.59], [0.69, 0.50, -0.35], [-0.59, 0.03, -0.99], [-1.39, -0.83, -0.03], [-1.26, 0.14, 1.02], [-0.62, 1.04, 0.13], [0.99, -0.75, 1.36], [2.25, 0.45, 1.08], [2.21, -1.02, 0.10], [1.20, 1.21, -1.00], [-0.79, 0.12, -2.06], [-0.98, -1.81, 0.26], [-2.44, -0.93, -0.34], [-0.85, 2.10, 0.24]],
  "lowdin_charge": [-0.06, -0.25, -0.13, -0.14, -0.08, -0.23, 0.08, 0.08, 0.08, 0.14, 0.13, 0.12, 0.12, 0.15]
}

Most stable pick: run R. Distance to second place: 28.9 kcal/mol.

Run P
{
  "formula": "C5H8O",
  "method": "ωB97M-V/def2-TZVPD",
  "gap_ev": 10.42,
  "lumo_energy_ha": 0.03634,
  "homo_ev": -9.436,
  "charge": 0,
  "smiles": "CC#CCOC",
  "symbols": ["C", "C", "C", "C", "O", "C", "H", "H", "H", "H", "H", "H", "H", "H"],
  "coordinates": [[-1.72, 0.30, 1.29], [-1.37, 0.70, -0.05], [-0.85, 0.97, -1.11], [0.47, 0.81, -1.75], [1.32, 0.18, -0.80], [1.05, -1.18, -0.54], [-1.00, 0.74, 1.98], [-2.73, 0.60, 1.57], [-1.62, -0.79, 1.39], [0.95, 1.76, -1.98], [0.42, 0.21, -2.67], [1.94, -1.75, -0.82], [0.83, -1.37, 0.52], [0.19, -1.55, -1.12]],
  "lowdin_charge": [-0.09, -0.09, -0.01, -0.24, -0.20, -0.12, 0.09, 0.08, 0.08, 0.12, 0.12, 0.09, 0.08, 0.09]
}

Run Q
{
  "formula": "C5H8O",
  "method": "ωB97M-V/def2-TZVPD",
  "gap_ev": 10.60,
  "lumo_energy_ha": 0.03539,
  "homo_ev": -9.635,
  "charge": 0,
  "smiles": "C=CCCC=O",
  "symbols": ["C", "C", "C", "C", "C", "O", "H", "H", "H", "H", "H", "H", "H", "H"],
  "coordinates": [[-1.16, -1.75, 0.04], [0.10, -1.35, -0.30], [0.27, 0.00, -0.92], [-0.04, 1.25, -0.10], [0.64, 1.35, 1.24], [1.85, 1.33, 1.25], [-1.21, -2.79, 0.38], [-1.96, -1.00, 0.05], [0.99, -1.81, 0.11], [-0.19, -0.05, -1.93], [1.28, 0.03, -1.40], [-1.12, 1.40, -0.01], [0.45, 2.08, -0.62], [0.10, 1.30, 2.23]],
  "lowdin_charge": [0.01, -0.18, -0.25, -0.17, -0.26, 0.04, 0.05, 0.07, 0.10, 0.12, 0.12, 0.11, 0.12, 0.13]
}

Most stable pick: run Q. Distance to second place: 24.1 kcal/mol.

Run P
{
  "formula": "C5H8O",
  "method": "ωB97M-V/def2-TZVPD",
  "gap_ev": 10.71,
  "lumo_energy_ha": 0.03431,
  "homo_ev": -9.774,
  "charge": 0,
  "smiles": "O=CC1CCC1",
  "symbols": ["O", "C", "C", "C", "C", "C", "H", "H", "H", "H", "H", "H", "H", "H"],
  "coordinates": [[2.82, -0.32, 0.17], [1.87, 0.37, -0.15], [0.57, 0.01, 0.49], [-0.29, -1.11, -0.16], [-1.39, -0.09, -0.51], [-0.69, 0.94, 0.42], [2.02, 1.25, -0.80], [1.11, -0.42, 1.35], [0.17, -1.68, -0.96], [-0.62, -1.80, 0.63], [-1.36, 0.20, -1.57], [-2.42, -0.37, -0.26], [-0.57, 1.94, -0.03], [-1.21, 1.07, 1.37]],
  "lowdin_charge": [0.03, -0.24, -0.26, -0.14, -0.17, -0.12, 0.13, 0.14, 0.11, 0.11, 0.10, 0.10, 0.10, 0.10]
}

Run Q
{
  "formula": "C5H8O",
  "method": "ωB97M-V/def2-TZVPD",
  "gap_ev": 9.73,
  "lumo_energy_ha": 0.02142,
  "homo_ev": -9.142,
  "charge": 0,
  "smiles": "CC#C[C@@H](C)O",
  "symbols": ["C", "C", "C", "C", "C", "O", "H", "H", "H", "H", "H", "H", "H", "H"],
  "coordinates": [[2.61, -0.33, -0.14], [1.24, -0.10, 0.10], [0.26, 0.56, 0.42], [-1.09, 0.61, -0.16], [-1.70, -0.79, -0.14], [-1.98, 1.49, 0.48], [3.12, -1.27, -0.04], [2.41, -0.10, 1.01], [3.06, 0.32, -0.93], [-0.93, 0.92, -1.20], [-1.75, -1.17, 0.88], [-2.71, -0.74, -0.55], [-1.10, -1.48, -0.74], [-1.45, 2.09, 1.01]],
  "lowdin_charge": [-0.06, -0.17, 0.02, -0.48, -0.05, -0.05, 0.07, 0.14, 0.10, 0.14, 0.09, 0.08, 0.08, 0.08]
}

Most stable pick: run P. Distance to second place: 57.7 kcal/mol.

Run P
{
  "formula": "C6H14NS",
  "method": "ωB97M-V/def2-TZVPD",
  "gap_ev": [9.74, 6.79],
  "lumo_energy_ha": [0.03864, -0.06935],
  "homo_ev": [-8.686, -8.678],
  "multiplicity": 2,
  "charge": 0,
  "symbols": ["C", "N", "C", "C", "S", "C", "C", "C", "H", "H", "H", "H", "H", "H", "H", "H", "H", "H", "H", "H", "H", "H"],
  "coordinates": [[-0.20, -0.49, 0.08], [-0.59, 0.67, 0.96], [-1.92, 1.32, 0.80], [-2.25, 1.91, 2.14], [-3.87, 2.81, 2.06], [1.31, -0.95, 0.15], [2.02, -0.77, -2.33], [1.76, -1.78, -1.19], [-0.81, -1.37, 0.15], [-0.42, -0.18, -0.90], [-0.46, 0.45, 1.96], [-1.67, 1.93, -0.13], [-2.59, 0.57, 0.42], [-2.35, 1.25, 2.94], [-1.53, 2.68, 2.43], [2.02, -0.19, 0.26], [1.35, -1.50, 1.05], [1.32, -0.15, -2.95], [2.38, -1.22, -3.34], [2.84, -0.13, -1.92], [2.61, -2.40, -1.07], [1.05, -2.45, -1.57]],
  "lowdin_charge": [-0.21, -0.11, -0.33, -0.60, 0.60, -0.14, -0.15, -0.22, 0.10, 0.08, 0.10, 0.13, 0.09, 0.04, 0.08, 0.07, 0.07, 0.07, 0.08, 0.08, 0.08, 0.07]
}

Run Q
{
  "formula": "C6H14NS",
  "method": "ωB97M-V/def2-TZVPD",
  "gap_ev": [10.35, 7.00],
  "lumo_energy_ha": [0.03795, -0.07116],
  "homo_ev": [-9.315, -8.938],
  "multiplicity": 2,
  "charge": 0,
  "symbols": ["C", "C", "S", "C", "N", "C", "C", "C", "H", "H", "H", "H", "H", "H", "H", "H", "H", "H", "H", "H", "H", "H"],
  "coordinates": [[-2.51, -0.75, -0.69], [-3.22, 0.56, -0.27], [-4.80, 0.33, 0.52], [-1.19, -0.93, 0.01], [-0.02, 0.29, -0.43], [1.20, -0.25, 0.13], [2.25, 0.86, 0.05], [3.56, 0.49, 0.73], [-2.37, -0.78, -1.78], [-3.16, -1.59, -0.43], [-3.36, 1.17, -1.17], [-2.54, 1.16, 0.34], [-1.27, -0.62, 1.05], [-0.81, -1.95, -0.05], [-0.44, -0.37, -1.02], [1.62, -1.13, -0.38], [1.09, -0.53, 1.19], [1.82, 1.75, 0.51], [2.39, 1.14, -1.00], [4.32, 1.27, 0.63], [4.01, -0.40, 0.27], [3.41, 0.28, 1.79]],
  "lowdin_charge": [-0.29, -0.66, 0.64, -0.17, 0.01, -0.32, -0.28, -0.12, 0.11, 0.09, 0.07, 0.07, 0.11, 0.12, -0.03, 0.12, 0.11, 0.10, 0.11, 0.07, 0.07, 0.07]
}

Most stable pick: run P. Distance to second place: 21.9 kcal/mol.